Molecular formula: C22H35N7PS2Sr
Method: DFT, wB97M-V/def2-TZVPD

Computed properties:
- Frontier orbital gap: 7.1422 eV
- Electronic energy: -2410.98117 a.u.
- Energy relative to the best compared isomer or geometry (same formula, charge and spin): 45.2 kJ/mol
- LUMO level: -0.100 Ha
- Charge: +1

CARTESIAN COORDINATES (ANGSTROEM)
Sr: 0.404 0.097 -0.220
C: 3.753 -0.584 -0.281
C: 3.648 0.836 -0.822
N: 2.546 1.585 -0.179
C: 2.842 2.032 1.193
C: 2.321 1.105 2.287
C: 2.567 1.404 3.616
C: 2.038 0.576 4.593
C: 1.299 -0.534 4.221
C: 1.108 -0.779 2.873
C: 0.297 -2.001 2.441
N: 0.103 -2.139 0.984
C: 1.008 -3.119 0.342
C: 2.436 -2.594 0.261
N: 2.524 -1.359 -0.549
N: 1.600 0.032 1.929
H: 3.886 -0.538 0.800
H: 4.644 -1.068 -0.690
H: 3.453 0.804 -1.895
H: 4.614 1.327 -0.670
H: 2.344 2.404 -0.740
H: 2.369 2.999 1.354
H: 3.920 2.165 1.343
H: 3.151 2.277 3.878
H: 2.199 0.797 5.641
H: 0.873 -1.197 4.964
H: -0.677 -1.930 2.924
H: 0.786 -2.888 2.857
H: -0.851 -2.437 0.815
H: 0.630 -3.324 -0.659
H: 1.022 -4.067 0.889
H: 3.100 -3.378 -0.111
H: 2.776 -2.350 1.270
H: 2.520 -1.612 -1.534
C: -1.365 5.342 1.631
S: -2.258 4.560 0.284
C: -1.709 2.898 0.340
S: -0.549 2.334 1.478
N: -2.387 2.217 -0.562
N: -1.892 0.985 -0.882
C: -2.731 0.203 -1.447
C: -2.261 -0.985 -2.188
C: -3.116 -1.571 -3.115
C: -2.635 -2.548 -3.963
C: -1.304 -2.925 -3.866
C: -0.537 -2.331 -2.882
N: -0.989 -1.398 -2.037
H: -1.885 6.282 1.814
H: -0.332 5.540 1.360
H: -1.403 4.720 2.521
H: -3.777 0.488 -1.533
H: -4.141 -1.229 -3.180
H: -3.282 -2.997 -4.705
H: -0.872 -3.665 -4.526
H: 0.502 -2.627 -2.763
C: 1.994 0.787 -4.548
P: 0.851 1.364 -3.234
C: 1.204 3.165 -3.240
C: -0.728 1.341 -4.162
H: 1.836 1.347 -5.472
H: 1.828 -0.273 -4.750
H: 3.034 0.915 -4.241
H: 1.108 3.576 -4.246
H: 2.220 3.362 -2.888
H: 0.502 3.680 -2.580
H: -0.641 1.922 -5.082
H: -1.524 1.762 -3.546
H: -0.994 0.313 -4.417